(1)
The following is a quantum chemistry calculation of C7H12 in the gas phase, from OMol25.

The geometry in XYZ format:
```
19
Properties=species:S:1:pos:R:3:lowdin_charge:R:1
C -2.4128 -0.4253 0.0104 -0.081
C -1.2130 0.5130 -0.0273 -0.372
C -0.4819 0.6679 -1.3474 -0.060
C 0.8379 0.6514 -1.1858 -0.068
C 1.2390 0.4025 0.2531 -0.372
C 2.3106 -0.6710 0.4218 -0.082
C -0.0969 -0.0291 0.8780 -0.149
H -2.0623 -1.4660 -0.0433 0.077
H -2.9375 -0.3076 0.9657 0.078
H -3.1187 -0.2532 -0.8062 0.073
H -1.5475 1.5109 0.3010 0.140
H -0.9937 0.8296 -2.2954 0.106
H 1.5753 0.8213 -1.9698 0.108
H 1.5916 1.3408 0.7069 0.139
H 1.9510 -1.6149 -0.0063 0.081
H 2.5193 -0.8402 1.4843 0.078
H 3.2496 -0.4049 -0.0753 0.074
H -0.2122 0.2260 1.9353 0.121
H -0.1616 -1.1274 0.8060 0.111
```

As for the HOMO-LUMO gap: 0.383 hartree. The value obtained for the energy above the lowest of the compared OMol25 structures with the same formula, charge and spin is 3.69 kcal/mol. The structure (SMILES) is C[C@@H]1C=C[C@H](C)C1. As for the LUMO energy: 1.26 eV.

=====

(2)
The following is a quantum chemistry calculation of CHCl3 in the gas phase, from OMol25.

The geometry in XYZ format:
```
5
Properties=species:S:1:pos:R:3:lowdin_charge:R:1
Cl -1.2089 -0.1761 -1.1992 0.528
C 0.1000 -0.1169 -0.0423 -1.468
Cl -0.5583 -0.0525 1.6991 0.427
Cl 1.0377 1.3900 -0.1986 0.495
H 0.6295 -1.0446 -0.2590 0.018
```

As for the HOMO-LUMO gap: 0.428 hartree. The value obtained for the energy above the lowest of the compared OMol25 structures with the same formula, charge and spin is 5.19 kcal/mol. The structure (SMILES) is ClC(Cl)Cl. As for the LUMO energy: 0.53 eV.

=====

(3)
The following is a quantum chemistry calculation of 2 unconnected molecules or ions with the total composition C4H14N2O, from OMol25.

The geometry in XYZ format:
```
21
Properties=species:S:1:pos:R:3:lowdin_charge:R:1
C 1.4320 -0.1932 -1.7320 -0.072
C 0.6126 -0.2511 -0.4537 -0.458
N 1.0830 -1.4274 0.2956 0.007
C 0.4653 1.0389 0.3984 -0.158
C -0.7929 1.8127 0.0080 -0.284
N -2.0455 1.1698 0.3825 -0.002
H 1.4987 -1.1870 -2.1554 0.075
H 0.9441 0.4674 -2.4640 0.076
H 2.3776 0.3563 -1.6902 0.077
H -0.4159 -0.4414 -0.7682 0.109
H 0.9390 -1.3214 1.2948 0.058
H 2.0979 -1.4906 0.2964 0.075
H 1.3566 1.6537 0.2697 0.104
H 0.4908 0.7088 1.4363 0.102
H -0.8221 2.8046 0.4594 0.107
H -0.7748 1.9651 -1.0755 0.103
H -2.4030 1.4611 1.2760 0.059
H -2.0540 0.1639 0.3076 0.035
O -1.4030 -2.1468 1.3258 -0.035
H -0.8676 -2.4400 0.5977 0.014
H -1.7186 -2.7034 1.9909 0.008
```

As for the HOMO-LUMO gap: 0.358 hartree. The value obtained for the energy above the lowest of the compared OMol25 structures with the same formula, charge and spin is 30.06 kcal/mol. The structure (SMILES) is C[C@@H](N)CCN.O. As for the LUMO energy: 0.99 eV.

=====

(4)
The following is a quantum chemistry calculation of 8 unconnected molecules or ions with the total composition C7H28ClN14O7, from OMol25.

The geometry in XYZ format:
```
57
Properties=species:S:1:pos:R:3:mulliken_spin:R:1
Cl 0.4329 0.0144 -0.5534 0.004
C 4.1632 -0.2463 0.6198 0.000
O 5.3687 -0.1864 0.8497 0.000
N 3.2415 0.2050 1.4349 0.000
N 3.6280 -0.6689 -0.5089 0.000
H 3.4013 0.6336 2.3354 0.000
H 2.3442 0.0763 0.9894 0.001
H 4.3577 -0.9054 -1.1659 0.000
H 2.6186 -0.6918 -0.5342 0.000
C -3.9832 -0.2738 0.1741 0.000
O -3.9043 0.7567 0.7866 0.000
N -4.9330 -1.0900 0.2704 0.000
N -3.0946 -0.7163 -0.6907 0.000
H -4.7657 -1.9640 -0.2074 0.000
H -5.5002 -1.0199 1.1031 0.000
H -3.4437 -1.2319 -1.4859 0.000
H -2.2715 -0.1442 -0.8147 0.000
C 0.4370 -4.4196 1.2023 0.000
O 0.3431 -5.1599 2.1402 0.000
N -0.4677 -3.6988 0.6497 0.000
N 1.5921 -4.2454 0.6354 0.000
H -0.2054 -2.7692 0.3545 0.000
H -1.4620 -3.7698 0.8119 0.000
H 2.4453 -4.7339 0.8665 0.000
H 1.5788 -3.6420 -0.1745 0.000
C -2.4454 0.9262 -3.6236 0.000
O -3.5129 0.9346 -4.2028 0.000
N -1.7429 -0.0684 -3.2724 0.000
N -1.8261 1.9607 -3.1760 0.000
H -0.8069 0.0921 -2.9286 0.000
H -2.0034 -0.9443 -3.7027 0.000
H -1.0591 1.7156 -2.5663 0.000
H -2.2841 2.8363 -3.3848 0.000
C -0.5330 3.2208 1.7905 -0.024
O -0.6399 3.9853 2.7295 0.791
N -1.5793 2.7661 1.2832 0.248
N 0.5416 2.7090 1.2886 0.001
H -1.5783 1.9836 0.6446 -0.013
H -2.3829 3.3699 1.1850 -0.013
H 1.4123 2.8725 1.7737 0.001
H 0.5451 1.9065 0.6753 0.003
C 2.6923 2.7273 -2.3855 0.000
O 2.5856 3.9529 -2.5941 0.000
N 2.2852 1.7433 -3.1046 0.000
N 3.3382 2.3396 -1.3663 0.000
H 2.1612 0.8776 -2.5994 0.000
H 1.8169 2.0117 -3.9583 0.000
H 3.5739 3.0300 -0.6678 0.000
H 3.5885 1.3612 -1.3564 0.000
C -0.9560 -1.2691 3.2906 0.000
O -1.9009 -1.5610 3.9836 0.001
N -0.9274 -0.2645 2.4165 0.002
N 0.2662 -1.7185 3.4810 0.000
H -0.2183 -0.2529 1.6974 0.000
H -1.7208 0.3353 2.2410 -0.002
H 0.3228 -2.5469 4.0560 0.000
H 1.0663 -1.1411 3.2650 0.000
```

As for the spin multiplicity: 2. As for the HOMO-LUMO gap (spin up / spin down): 0.334 / 0.118 hartree. As for the LUMO energy (spin up / spin down): -0.51 / -6.37 eV.

=====

Q: Which total energy values were calculated for the entries above? A: -7453.2713, -38620.1300, -9402.3033, -55430.4483, in eV.
Q: Which molar mass values were calculated for the entries above? A: 96.17, 119.38, 106.17, 455.84, in g/mol.